Entry 1:
C4H7ORu | wB97M-V/def2-TZVPD

Summary:
<S²> ... 8.7581
Energy above the lowest of the compared OMol25 structures with the same formula, charge and spin ... 0.0 kJ/mol
Kohn-Sham gap (spin up / spin down) ... 10.0 / 6.4 eV
Spin multiplicity ... 6
LUMO energy (spin up / spin down) ... -9.7 / -13.4 eV
Net charge ... +2

Atoms and positions in Å:
H1 -1.19 -1.33 -1.08
H2 4.51 -0.38 -0.78
H3 -2.46 1.02 0.54
C1 -1.52 -0.86 -0.16
C2 -0.51 0.00 0.61
H4 -1.50 1.17 -1.03
C3 0.78 0.17 -0.01
O1 1.81 0.42 0.63
Ru1 3.65 0.51 0.35
H5 -0.52 -0.03 1.70
C4 -1.71 0.60 -0.13
H6 -2.14 -1.49 0.49
H7 0.81 0.20 -1.12

---

Entry 2:
C17H33N7O11P2Sn | wB97M-V/def2-TZVPD

Summary:
Energy above the lowest of the compared OMol25 structures with the same formula, charge and spin ... 0.0 kJ/mol
Kohn-Sham gap (spin up / spin down) ... 5.8 / 6.0 eV
Spin multiplicity ... 1
LUMO energy (spin up / spin down) ... -7.7 / -7.5 eV
Net charge ... +2

Atoms and positions in Å:
H1 -1.04 2.99 1.96
N1 -1.40 -2.81 -0.18
H2 -1.20 -5.34 -0.57
H3 1.42 5.53 -4.19
H4 -3.91 5.31 5.25
H5 -1.21 2.98 -4.19
C1 -4.92 1.57 2.13
O1 -1.89 2.87 -1.17
H6 3.00 0.62 1.65
C2 0.59 3.77 -3.35
H7 4.02 -5.81 2.75
H8 -5.03 1.24 3.17
C3 -0.44 3.71 -4.45
H9 -1.80 -3.29 0.62
H10 2.62 -4.40 -0.77
H11 0.91 -6.09 0.74
H12 1.99 1.02 -0.54
H13 -5.67 2.35 1.97
N2 1.73 4.73 -3.63
C4 -0.47 -4.86 -1.22
N3 1.44 1.08 0.32
Sn1 -0.88 -0.37 -0.06
O2 1.16 5.08 -1.03
H14 -0.08 4.74 3.44
O3 0.06 -1.41 -1.81
C5 1.54 -6.12 -0.16
C6 -1.13 4.48 3.51
H15 2.52 4.28 -4.11
C7 -0.15 -3.50 -0.60
H16 -1.52 5.88 5.08
H17 1.98 -7.12 -0.23
C8 0.69 -5.86 -1.41
O4 1.73 -2.88 -1.96
N4 2.61 -5.14 -0.06
C9 -3.82 3.82 3.71
H18 4.51 -3.53 0.12
C10 -3.01 3.17 2.77
C11 3.50 -5.10 0.91
C12 -3.55 2.12 1.89
H19 2.60 -6.48 2.08
O5 -2.89 1.69 0.94
C13 -1.66 3.51 2.68
H20 0.44 -3.61 0.31
H21 -2.22 2.41 -0.35
C14 1.65 -0.92 1.63
H22 -0.11 -0.45 -3.15
O6 -0.58 3.28 -0.72
H23 5.07 -4.04 1.66
H24 -2.08 -2.85 -0.94
O7 2.40 2.31 -1.88
H25 2.06 5.08 -2.71
N5 4.52 -4.23 0.84
H26 1.40 2.06 0.58
O8 -0.35 0.42 -3.56
H27 -0.92 4.68 -4.58
H28 0.01 3.41 -5.40
H29 1.34 -5.54 -2.23
H30 -5.12 0.75 1.45
O9 0.09 1.26 -2.48
C15 -1.94 5.13 4.43
C16 0.64 -2.54 -1.52
H31 -4.87 3.58 3.79
C17 -3.28 4.80 4.53
O10 0.43 -1.21 1.25
N6 2.08 0.34 1.32
O11 2.38 -1.71 2.22
H32 -0.96 -4.71 -2.18
P1 -0.08 4.51 -1.62
H33 0.25 -6.81 -1.71
P2 1.37 2.12 -2.93
N7 3.45 -5.96 1.93

---

Entry 3:
C5H8BrN | wB97M-V/def2-TZVPD

Summary:
Energy above the lowest of the compared OMol25 structures with the same formula, charge and spin ... 194.4 kJ/mol
Kohn-Sham gap ... 10.2 eV
SMILES ... [H]/N=C(\CC)C(=C)Br
Spin multiplicity ... 1
LUMO energy ... 0.9 eV

Atoms and positions in Å:
H1 -2.58 0.15 1.68
H2 2.01 1.45 -0.89
N1 1.09 -1.69 0.17
C1 -1.57 0.13 1.44
H3 1.34 0.69 0.49
H4 0.75 2.20 -0.16
Br1 -2.39 -2.36 0.18
C2 -1.29 -0.92 0.65
H5 1.88 -1.66 -0.37
H6 0.62 -0.01 -2.08
H7 -0.72 0.61 -1.22
C3 0.26 0.23 -1.15
C4 1.15 1.29 -0.37
C5 0.26 -0.88 -0.19
H8 -0.82 0.77 1.82

---

Entry 4:
C6H5NO | wB97M-V/def2-TZVPD

Summary:
Energy above the lowest of the compared OMol25 structures with the same formula, charge and spin ... 134.5 kJ/mol
Kohn-Sham gap ... 8.5 eV
SMILES ... C=CC1=NC(=O)C=C1
Spin multiplicity ... 1
LUMO energy ... -1.5 eV

Atoms and positions in Å:
C1 -0.31 -1.41 0.89
H1 0.19 -0.09 -1.87
H2 -0.82 -1.41 1.92
H3 -0.75 -3.41 0.26
O1 0.54 3.14 1.05
H4 0.03 -2.11 -1.01
C2 0.46 1.78 -0.88
C3 0.27 2.06 0.51
C4 -0.45 -2.42 0.02
N1 -0.23 0.95 1.19
C5 -0.16 -0.05 0.36
H5 1.05 2.52 -1.45
C6 0.19 0.44 -0.99

---

Entry 5:
C5H5BrINS | wB97M-V/def2-TZVPD

Summary:
Kohn-Sham gap ... 9.1 eV
Spin multiplicity ... 1
LUMO energy ... 0.2 eV

Atoms and positions in Å:
H1 2.03 0.47 1.72
H2 2.22 0.32 0.16
N1 0.37 -1.12 -0.83
C1 -0.40 -0.29 -0.08
C2 -0.35 -2.02 -1.45
I1 -3.35 0.18 0.88
H3 -0.53 1.34 1.33
C3 1.66 0.94 0.79
C4 0.18 0.97 0.62
H4 1.98 1.94 0.88
S1 -2.04 -2.02 -1.08
C5 -1.75 -0.60 -0.14
Br1 -0.17 2.53 -0.64
H5 0.13 -2.66 -2.17

---

Entry 6:
C5H12N2O | wB97M-V/def2-TZVPD

Summary:
Energy above the lowest of the compared OMol25 structures with the same formula, charge and spin ... 461.3 kJ/mol
Kohn-Sham gap ... 8.9 eV
Spin multiplicity ... 1
LUMO energy ... 0.9 eV

Atoms and positions in Å:
C1 0.48 -0.90 -0.15
H1 -0.24 -1.68 0.13
H2 -3.98 0.82 0.34
H3 1.27 0.05 -1.92
N1 -2.06 0.62 -0.29
C2 0.58 -0.75 -1.66
C3 -0.01 0.71 0.77
H4 -0.39 -0.52 -2.10
H5 -0.89 -0.05 0.01
H6 0.50 1.93 -0.79
H7 0.93 -1.69 -2.10
H8 0.71 2.57 0.79
H9 2.54 -0.40 0.25
H10 2.21 -2.12 0.17
C4 1.82 -1.17 0.51
H11 1.73 -1.21 1.60
H12 -2.69 0.73 1.69
C5 -2.92 0.73 0.61
N2 0.66 1.76 0.20
O1 -0.26 0.57 1.94

---

Entry 7:
C15H19BrClN2O4 | wB97M-V/def2-TZVPD

Summary:
Kohn-Sham gap ... 7.5 eV
Spin multiplicity ... 1
LUMO energy ... -4.5 eV
Net charge ... +1

Atoms and positions in Å:
H1 0.13 3.52 -0.90
H2 3.73 0.22 -2.04
C1 7.40 0.14 -0.20
H3 -5.11 -0.22 -0.41
H4 -6.37 -2.65 2.98
Br1 -3.02 -0.55 -2.06
H5 -1.18 -1.76 0.77
C2 4.04 0.36 0.22
C3 -6.61 -1.86 2.28
C4 -7.77 -1.20 2.32
H6 -7.28 1.00 -0.34
H7 4.56 -0.52 0.83
H8 8.52 -0.18 0.05
H9 2.40 2.29 0.46
N1 -1.63 0.52 -1.37
C5 4.67 0.28 -1.30
C6 -1.50 2.01 -1.61
O1 -9.14 0.48 1.39
C7 -5.57 -1.53 1.28
N2 -0.24 2.53 -0.93
H10 -8.54 -1.43 3.04
H11 -0.26 -2.35 -0.77
H12 4.33 1.35 0.79
Cl1 -2.68 3.06 -2.58
C8 0.42 1.35 -0.26
C9 -0.24 -1.53 0.07
O2 -4.51 -2.12 1.25
H13 5.27 1.23 -1.63
O3 5.38 -1.00 -1.44
C10 -5.88 -0.45 0.32
H14 6.77 -0.03 0.78
H15 0.70 -1.61 0.78
H16 7.33 -0.52 -2.44
C11 -8.08 -0.12 1.36
H17 7.43 1.29 -0.51
H18 7.28 -1.92 -1.18
O4 2.60 0.09 0.19
H19 1.53 1.16 1.73
C12 6.84 -0.84 -1.40
C13 1.83 1.28 0.61
C14 -7.04 0.21 0.35
C15 -0.49 0.01 -0.50

---

Entry 8:
H5N2PS2 | wB97M-V/def2-TZVPD

Summary:
Energy above the lowest of the compared OMol25 structures with the same formula, charge and spin ... 482.1 kJ/mol
Kohn-Sham gap (spin up / spin down) ... 7.7 / 7.7 eV
Spin multiplicity ... 1
LUMO energy (spin up / spin down) ... -0.5 / -0.6 eV

Atoms and positions in Å:
H1 2.57 1.15 -1.15
H2 -1.38 0.33 1.53
P1 0.08 0.23 -0.13
H3 -2.18 -0.30 -1.85
N1 -0.34 0.21 1.45
N2 -2.02 0.11 -0.95
H4 0.30 -2.55 -0.50
H5 0.12 0.59 2.23
S1 1.61 1.76 -0.42
S2 1.24 -1.53 -0.22

---

Entry 9:
C8H19NO | wB97M-V/def2-TZVPD

Summary:
Energy above the lowest of the compared OMol25 structures with the same formula, charge and spin ... 393.3 kJ/mol
Kohn-Sham gap ... 8.9 eV
Spin multiplicity ... 1
LUMO energy ... 0.7 eV

Atoms and positions in Å:
H1 2.01 2.02 2.14
H2 0.85 3.30 2.60
C1 -1.15 -0.19 -1.95
H3 -1.35 0.88 -1.96
O1 0.00 1.48 2.18
C2 0.15 -0.54 -1.24
N1 0.40 -0.18 0.59
H4 -1.09 -0.48 -3.01
H5 1.66 -1.61 1.41
C3 0.39 -2.04 -1.35
H6 1.39 0.12 -2.88
H7 2.26 -0.03 -1.36
H8 -2.78 0.59 0.47
H9 0.42 -2.35 -2.40
H10 1.33 -2.34 -0.90
H11 -2.01 -0.73 -1.55
C4 1.00 2.42 1.95
H12 -0.08 -2.06 1.44
H13 1.00 2.81 0.91
C5 1.30 0.27 -1.80
H14 -2.22 0.50 2.15
H15 -0.42 -2.61 -0.89
C6 -2.01 0.19 1.13
C7 -0.64 0.69 0.71
H16 -0.64 1.54 0.04
H17 -2.12 -0.90 1.10
H18 1.16 1.34 -1.61
H19 0.56 -0.86 2.56
C8 0.64 -1.24 1.54

---

Entry 10:
H8NO2PSi2 | wB97M-V/def2-TZVPD

Summary:
Energy above the lowest of the compared OMol25 structures with the same formula, charge and spin ... 0.0 kJ/mol
Kohn-Sham gap ... 9.9 eV
Spin multiplicity ... 1
LUMO energy ... 0.3 eV

Atoms and positions in Å:
O1 0.20 -0.09 -1.11
Si1 1.63 -0.88 -0.78
O2 -3.68 0.98 -0.21
H1 1.39 -2.33 -0.71
H2 2.02 -0.55 1.52
H3 -2.68 -1.17 -0.23
H4 2.85 0.55 0.60
Si2 -0.58 0.97 -0.12
P1 -2.63 0.12 0.35
H5 2.53 -0.62 -1.92
H6 -2.78 -0.06 1.74
H7 -0.86 2.19 -0.89
N1 2.48 -0.39 0.63
H8 0.11 1.27 1.15

---

Entry 11:
C16H27NO10S2 | wB97M-V/def2-TZVPD

Summary:
Energy above the lowest of the compared OMol25 structures with the same formula, charge and spin ... 178.9 kJ/mol
Kohn-Sham gap ... 9.5 eV
SMILES ... C#CCN(CCCCCC)C(=O)OC=C.O=S1(=O)OCCO1.O=S1(=O)OCCO1
Spin multiplicity ... 1
LUMO energy ... 0.2 eV

Atoms and positions in Å:
H1 -2.23 6.38 -3.67
H2 3.90 -2.65 2.23
C1 3.22 -3.42 1.84
C2 -2.93 7.14 -3.31
C3 -0.28 -2.26 1.71
O1 -0.30 2.50 1.95
S1 -3.42 6.48 -0.96
H3 3.65 -4.39 2.08
H4 -4.60 5.98 -4.11
H5 0.20 -1.34 2.03
H6 -2.84 8.03 -3.92
H7 3.81 -3.11 -2.25
H8 1.81 -2.27 3.02
C4 -2.67 -5.75 1.06
H9 -3.33 -5.51 0.25
H10 4.28 -1.73 -3.23
H11 -0.78 4.39 1.26
H12 -1.05 -2.47 2.45
H13 -1.58 3.54 -0.87
N1 0.69 -3.34 1.56
C5 -0.96 -1.98 0.44
S2 0.81 1.96 0.93
C6 3.21 -3.25 0.31
O2 -2.55 5.47 -0.47
C7 2.83 -1.83 -0.11
H14 -2.74 -3.81 1.84
C8 -2.18 -4.73 1.76
H15 1.80 -1.76 -0.45
H16 3.12 -0.47 -1.73
O3 -0.98 -4.80 2.45
H17 4.52 -0.58 -0.72
O4 -4.38 5.82 -2.06
C9 1.84 -3.22 2.50
C10 4.32 -2.16 -2.22
C11 -1.27 2.81 -0.14
O5 0.84 0.54 1.03
O6 1.99 2.73 1.06
C12 3.74 -1.19 -1.18
H18 -2.17 3.40 1.75
H19 -5.08 7.41 -3.17
C13 0.15 -4.64 1.67
O7 0.07 2.37 -0.42
C14 -4.35 6.60 -3.26
H20 -2.42 -6.78 1.29
H21 4.20 -3.55 -0.04
H22 -1.70 -1.69 -1.67
C15 -1.20 3.38 1.26
O8 0.67 -5.59 1.17
O9 -4.19 7.28 -0.07
O10 -2.62 7.44 -1.95
H23 5.39 -2.31 -2.04
H24 2.90 -1.20 0.77
H25 -1.93 1.94 -0.18
H26 2.48 -3.95 -0.08
H27 1.73 -3.98 3.27
C16 -1.43 -1.87 -0.65

---

Entry 12:
C6H10O | wB97M-V/def2-TZVPD

Summary:
Energy above the lowest of the compared OMol25 structures with the same formula, charge and spin ... 58.5 kJ/mol
Kohn-Sham gap ... 8.7 eV
SMILES ... CC(C)=C/C=C/O
Spin multiplicity ... 1
LUMO energy ... 0.9 eV

Atoms and positions in Å:
H1 -0.17 -1.60 -0.55
C1 1.02 -0.03 0.05
H2 2.98 -0.80 0.47
O1 -3.86 -0.19 -0.23
H3 2.05 1.37 1.33
C2 -2.57 -0.60 -0.37
H4 0.32 1.70 1.15
C3 -0.17 -0.58 -0.17
H5 2.78 -0.26 -1.19
H6 -3.87 0.65 0.25
H7 -1.52 1.01 0.51
C4 2.27 -0.75 -0.35
H8 2.04 -1.77 -0.63
C5 -1.47 0.03 0.06
C6 1.22 1.34 0.64
H9 1.43 2.06 -0.16
H10 -2.48 -1.58 -0.82

---

Entry 13:
C5H10O | wB97M-V/def2-TZVPD

Summary:
Energy above the lowest of the compared OMol25 structures with the same formula, charge and spin ... 527.4 kJ/mol
Kohn-Sham gap (spin up / spin down) ... 7.5 / 7.5 eV
Spin multiplicity ... 1
LUMO energy (spin up / spin down) ... 0.2 / 0.2 eV

Atoms and positions in Å:
C1 -0.19 -0.40 -1.30
O1 -2.54 0.23 -0.35
C2 -0.90 -0.31 0.77
C3 0.36 -0.15 0.07
H1 -1.29 -1.32 0.87
C4 1.36 0.91 0.42
H2 -1.80 -0.09 -1.04
H3 2.39 -1.01 -0.05
H4 1.75 -0.90 1.66
C5 1.70 -0.53 0.64
H5 -2.53 1.20 -0.42
H6 -1.28 0.41 1.50
H7 -0.01 0.40 -2.01
H8 -0.02 -1.41 -1.69
H9 1.84 1.44 -0.39
H10 1.17 1.52 1.31

---

Entry 14:
C14H41AlClO17P4 | wB97M-V/def2-TZVPD

Summary:
Kohn-Sham gap ... 2.8 eV
Spin multiplicity ... 1
LUMO energy ... -1.4 eV
Net charge ... -1

Atoms and positions in Å:
H1 -4.59 -1.13 -0.12
C1 -3.69 -0.37 -0.09
C2 0.75 -1.30 4.62
P1 2.01 3.43 -6.05
C3 0.06 3.83 -7.82
O1 0.32 -1.33 5.96
O2 2.43 1.99 -5.74
H2 -0.22 4.64 -7.14
H3 4.37 -3.21 -5.13
H4 3.13 5.06 -3.20
P2 -3.32 -0.94 4.29
H5 1.82 -1.55 4.54
O3 0.64 -2.27 8.05
H6 3.51 6.02 -4.64
O4 0.60 -2.83 -2.49
P3 1.14 -2.80 -3.92
O5 -5.27 1.14 -1.52
C4 3.56 -2.51 -4.93
H7 -1.51 0.28 -1.98
H8 0.58 -0.30 4.21
C5 1.14 -0.35 -5.00
H9 0.64 4.24 -8.66
O6 0.93 -4.51 -4.03
O7 2.79 -1.52 8.37
O8 2.92 3.96 -7.33
H10 -5.10 -3.42 4.19
H11 -3.59 -3.54 5.15
O9 1.31 0.16 7.54
C6 -4.01 -3.51 4.14
H12 2.34 5.92 -6.98
H13 0.87 -6.09 -5.33
O10 1.35 -1.09 -3.81
H14 -3.76 -4.44 3.62
H15 -2.89 -1.93 -2.55
C7 1.62 1.14 6.57
C8 -4.16 1.10 -0.75
H16 0.70 1.44 6.06
Cl1 -3.07 2.55 -0.36
H17 4.10 5.62 -7.08
C9 2.90 5.20 -4.25
H18 -2.54 -0.57 6.78
O11 3.22 4.02 -4.96
H19 0.17 -2.02 4.04
H20 0.67 -0.97 -5.77
H21 2.41 -5.22 -5.27
H22 1.00 -4.49 -6.10
O12 -3.18 0.55 5.16
H23 1.84 5.46 -4.36
P4 1.56 -1.42 7.17
H24 2.10 0.02 -5.36
O13 2.77 -3.00 -3.86
H25 -5.87 0.19 5.85
O14 -2.76 -0.26 3.03
C10 -5.65 -0.82 5.51
H26 3.86 0.24 8.28
H27 -3.26 -0.21 1.01
H28 -3.73 0.72 7.12
H29 3.98 -1.55 -4.66
H30 -1.15 -2.01 -0.68
C11 3.12 5.35 -7.49
C12 -2.85 0.45 6.53
H31 3.10 5.60 -8.55
C13 3.99 -0.82 8.08
H32 -2.04 1.15 6.75
H33 -6.60 -1.35 5.36
H34 2.34 0.76 5.83
O15 -3.46 -2.43 3.42
O16 0.81 2.84 -7.15
O17 -4.96 -0.77 4.27
H35 2.05 2.02 7.06
H36 0.50 0.50 -4.77
H37 4.28 -0.98 7.04
H38 -5.07 -1.35 6.27
H39 2.96 -2.40 -5.85
H40 4.78 -1.20 8.73
H41 -0.85 3.37 -8.22
Al1 -2.21 -1.06 -1.40
C14 1.33 -5.10 -5.25

---

Sequential energy output: -8864.8398; -75511.4905; -76844.2839; -9837.8139; -95733.7736; -10403.6426; -109581.4633; -34017.4182; -12138.5341; -30761.2524; -60659.7073; -8430.6336; -7389.2994; -106251.5770 eV